Record 1
ORCA calculation (ωB97M-V with the def2-TZVPD basis set) on C43H40FeN3O2PS2 as an isolated structure.

The geometry in XYZ format:
```
92
Properties=species:S:1:pos:R:3:forces:R:3:lowdin_charge:R:1
Fe 0.376 -0.695 -0.948 -0.2 -0.1 0.0 0.75
S -0.610 -2.067 -2.700 0.1 0.0 0.0 0.68
S 0.708 -4.846 -2.201 0.0 0.0 0.0 1.09
P -1.763 0.840 -1.227 0.0 0.1 0.0 1.07
O -0.286 -0.973 0.945 0.2 0.2 0.1 -0.11
O 1.813 2.507 -3.099 0.0 0.0 0.0 -0.03
N 0.598 2.341 -2.460 0.0 0.0 0.0 -0.01
N 1.045 -2.718 -0.813 0.0 -0.1 0.0 -0.09
N 2.415 1.919 1.607 0.0 0.0 0.0 -0.25
C 3.184 0.389 -0.293 -0.1 0.0 0.1 -0.22
C 3.331 -5.790 0.752 0.0 0.0 0.0 -0.07
C 1.359 2.538 0.827 0.1 0.0 -0.1 -0.10
C -3.645 4.373 -0.375 0.0 0.0 0.0 -0.05
C 2.755 -0.410 -2.533 0.1 0.1 0.0 -0.15
C -2.833 0.085 0.041 0.0 -0.1 0.0 -0.39
C -1.174 3.659 -1.469 0.0 0.0 0.0 -0.20
C -2.464 0.487 -5.221 0.0 0.0 0.0 -0.06
C 4.939 0.407 -1.964 0.0 0.0 0.0 -0.06
C 1.859 -3.664 -0.215 0.0 0.0 0.0 -0.31
C 0.496 0.215 5.695 0.0 0.0 0.0 -0.05
C -1.848 0.597 -3.983 0.0 0.0 0.0 -0.15
C 0.007 -1.774 4.443 0.0 0.0 0.0 -0.01
C 0.112 3.468 -2.143 0.1 0.0 0.0 -0.12
C 0.408 0.980 4.538 0.0 0.0 0.0 -0.04
C 2.529 -5.993 -0.357 0.0 0.0 0.0 -0.07
C 2.295 -0.116 -1.243 -0.1 0.0 -0.2 -0.18
C 4.501 0.649 -0.671 0.0 0.0 0.0 -0.03
C -0.720 -3.093 1.903 0.0 0.0 -0.1 0.02
C -4.603 0.318 -4.139 0.0 0.0 0.0 -0.06
C -2.609 0.568 -2.815 0.1 0.0 -0.1 -0.39
C 0.407 -3.181 -1.856 0.0 0.0 0.0 -1.07
C 2.674 -3.466 0.897 0.0 0.0 -0.1 -0.02
C 1.794 -4.916 -0.836 0.0 0.0 0.0 -0.45
C -3.286 3.041 -0.508 0.0 0.0 0.0 -0.09
C -3.993 0.437 -2.902 -0.1 0.0 0.0 -0.09
C -0.077 -1.012 3.274 0.0 0.0 0.0 -0.15
C -2.760 5.361 -0.767 0.0 0.0 0.0 -0.05
C 2.757 0.576 1.156 0.1 0.0 -0.1 -0.17
C -3.841 0.342 -5.300 0.0 0.0 0.0 -0.06
C 0.296 -1.160 5.648 0.0 0.0 0.0 -0.05
C -2.871 0.601 1.336 0.0 0.0 0.0 -0.12
C -2.047 2.653 -1.022 -0.1 0.0 0.0 -0.26
C -4.106 -1.822 0.792 0.0 0.0 0.0 -0.07
C 4.069 -0.140 -2.898 0.0 0.0 0.0 -0.08
C -3.439 -1.143 -0.219 0.0 0.0 0.0 -0.10
C 0.120 0.370 3.332 0.0 0.0 0.0 -0.02
C -1.545 4.997 -1.315 0.0 0.0 0.0 -0.03
C 3.404 -4.538 1.371 0.0 0.0 0.0 -0.07
C -4.152 -1.295 2.075 0.0 0.0 0.0 -0.07
C 3.557 2.809 1.733 -0.1 0.0 0.0 -0.09
C -3.525 -0.085 2.347 0.0 0.0 0.0 -0.07
C -0.356 -1.645 1.984 -0.1 -0.1 -0.1 -0.32
H 4.411 -0.367 -3.899 0.0 0.0 0.0 0.11
H -3.998 2.287 -0.204 0.0 0.0 0.0 0.10
H -1.579 -3.301 2.540 0.0 0.0 0.0 0.10
H 0.723 0.692 6.639 0.0 0.0 0.0 0.11
H 3.915 -6.612 1.141 0.0 0.0 0.0 0.11
H 0.049 0.960 2.429 0.0 0.0 0.0 0.09
H 5.202 1.021 0.067 0.0 0.0 0.0 0.11
H 1.883 -0.056 1.336 0.1 0.0 0.0 0.07
H 3.236 3.736 2.210 0.0 0.0 0.0 0.09
H -0.141 -2.845 4.412 0.0 0.0 0.0 0.12
H -4.591 -2.764 0.574 0.0 0.0 0.0 0.11
H 4.005 3.071 0.764 0.0 0.0 0.0 0.08
H -1.866 0.512 -6.122 0.0 0.0 0.0 0.11
H 5.965 0.615 -2.235 0.0 0.0 0.0 0.11
H 4.049 -4.409 2.229 0.0 0.0 0.0 0.11
H 0.653 1.783 0.467 0.0 0.0 0.1 0.05
H -3.393 -1.572 -1.213 0.0 0.0 0.0 0.10
H -0.953 -3.350 0.874 0.0 0.0 0.0 0.09
H -4.602 0.426 -2.005 0.0 0.0 -0.1 0.11
H 2.482 -6.961 -0.836 0.0 0.0 0.0 0.12
H -2.389 1.545 1.560 0.0 0.0 0.0 0.11
H 2.089 -0.854 -3.267 0.0 0.0 0.0 0.09
H 2.209 1.622 -3.096 0.0 0.0 0.0 0.05
H -3.019 6.406 -0.665 0.0 0.0 0.0 0.11
H 0.574 2.048 4.573 0.0 0.0 0.0 0.11
H -0.774 0.716 -3.925 0.0 0.0 0.0 0.08
H -0.861 5.765 -1.654 0.0 0.0 0.0 0.12
H 0.116 -3.704 2.253 0.0 0.0 0.0 0.10
H -4.679 -1.821 2.860 0.0 0.0 0.0 0.11
H -5.678 0.209 -4.197 0.0 0.0 0.0 0.11
H 4.319 2.350 2.363 0.0 0.0 0.0 0.09
H -3.551 0.330 3.347 0.0 0.0 0.0 0.11
H 0.809 3.257 1.438 0.0 0.1 0.0 0.10
H 3.551 0.208 1.812 0.0 0.0 0.0 0.13
H 2.734 -2.487 1.356 0.0 0.0 0.0 0.11
H 0.367 -1.749 6.552 0.0 0.0 0.0 0.11
H -4.614 4.629 0.031 0.0 0.0 0.0 0.11
H 0.673 4.369 -2.388 0.0 0.0 0.0 0.14
H -4.322 0.249 -6.264 0.0 0.0 0.0 0.11
H 1.743 3.061 -0.060 0.0 -0.1 0.0 0.08
```
Positions in Å, forces in eV/Å.

Values from the calculation:
Expectation value of S²   8.76
Gap between HOMO and LUMO (alpha / beta)   7.58 / 6.78 eV
2S+1   6
HOMO energy (alpha / beta)   -10.68 / -10.68 eV
E_tot   -4378.5310 Eh
Maximum force   0.32 eV/A
Net charge   +1

***

Record 2
ORCA calculation (ωB97M-V with the def2-TZVPD basis set) on C21H36F3IMnO2Si2 as an isolated structure.

The geometry in XYZ format:
```
66
Properties=species:S:1:pos:R:3:forces:R:3:nbo_charge:R:1
I 1.202 0.838 3.251 0.0 -0.1 0.1 0.08
Mn -2.602 -4.540 0.986 0.1 0.6 -0.5 1.42
Si 3.266 1.373 -1.639 0.1 0.2 -0.2 1.21
Si 1.764 0.478 -0.048 0.3 0.1 0.1 1.20
F -2.382 -3.398 -4.352 0.0 0.2 0.2 -0.30
F -1.944 -3.501 -2.225 -0.2 -0.3 0.2 -0.37
F -2.385 -1.592 -3.139 -0.1 -0.2 0.0 -0.33
O -0.958 0.666 0.359 0.1 0.2 0.0 -0.53
O 0.467 -2.446 -2.480 0.2 -0.3 0.0 -0.52
C 3.375 0.179 -3.083 0.0 0.0 0.3 -1.09
C -2.000 1.165 1.043 0.3 0.3 -0.2 0.46
C -2.751 0.223 1.785 -0.4 0.1 0.4 -0.04
C 2.594 0.388 1.662 -0.3 -0.2 -0.1 -0.75
C -3.431 2.975 1.787 0.6 -0.4 -0.4 0.09
C 3.375 -0.902 1.918 0.2 0.1 0.1 -0.44
C 1.227 -1.241 -0.594 -0.3 0.2 0.2 -0.90
C -2.246 -1.562 0.237 -0.1 -0.4 0.7 -0.54
C 0.168 1.522 0.051 0.0 0.1 -0.1 -0.52
C -2.300 -1.203 1.738 -0.2 -0.1 0.0 -0.29
C -4.166 2.037 2.535 0.1 -0.4 0.0 -0.15
C 2.616 -2.114 2.426 0.0 0.0 0.0 -0.61
C -3.797 4.420 1.775 0.0 -0.1 0.1 -0.65
C -2.334 2.514 1.051 -0.5 0.1 0.4 -0.31
C 4.987 1.544 -0.903 -0.1 -0.1 0.0 -1.10
C -0.275 -2.581 -3.650 -0.2 0.0 0.0 -0.16
C -1.757 -2.767 -3.359 0.0 0.2 -0.4 0.95
C -3.216 -2.139 2.528 0.0 0.4 -0.8 -0.49
C -3.842 0.691 2.525 0.2 0.3 -0.2 -0.21
C 0.332 -1.204 -1.809 0.0 -0.1 -0.1 -0.06
C 2.673 3.034 -2.279 0.1 -0.3 0.1 -1.09
H 0.251 2.267 0.837 0.1 0.2 0.1 0.23
H 5.684 0.966 -1.503 0.1 -0.1 -0.1 0.25
H -4.994 2.375 3.137 -0.1 0.1 0.1 0.24
H 0.548 -0.379 -2.491 0.2 0.1 -0.2 0.18
H 2.372 -2.008 3.476 -0.1 0.0 0.2 0.22
H 3.234 -3.000 2.322 0.1 -0.1 0.0 0.23
H 3.872 -1.166 0.983 0.1 0.0 -0.2 0.21
H -4.127 4.718 0.784 -0.1 0.1 -0.2 0.25
H -2.938 5.032 2.030 0.2 0.1 0.0 0.25
H 5.312 2.579 -0.943 0.0 0.2 0.0 0.26
H 3.598 -0.827 -2.736 0.0 -0.2 0.0 0.24
H 4.174 -0.682 2.621 0.2 0.0 0.1 0.23
H 2.782 3.826 -1.545 -0.1 0.1 0.1 0.25
H -0.007 2.040 -0.890 -0.2 0.0 -0.2 0.22
H -0.183 -1.722 -4.315 0.0 0.1 -0.1 0.21
H 4.208 0.490 -3.707 0.1 0.1 -0.2 0.26
H 2.482 0.148 -3.698 -0.2 0.0 -0.1 0.23
H 3.302 3.291 -3.128 0.1 0.1 -0.2 0.26
H 1.647 3.005 -2.636 -0.2 0.1 0.0 0.23
H -1.290 -1.267 2.147 0.2 0.0 0.0 0.26
H -2.939 -0.989 -0.372 -0.2 0.0 -0.1 0.27
H -4.432 0.018 3.125 -0.1 -0.1 0.1 0.22
H -2.587 -2.628 0.054 -0.1 -0.5 0.1 0.05
H -2.819 -3.176 2.320 0.0 -0.2 0.5 0.00
H 5.093 1.200 0.121 0.0 0.0 0.2 0.24
H -0.703 -1.077 -1.495 0.2 0.3 -0.5 0.16
H -1.254 -1.475 -0.185 -0.3 -0.3 0.4 0.27
H -3.207 -2.046 3.605 0.2 0.0 0.2 0.28
H -1.755 3.214 0.473 0.1 0.1 -0.1 0.24
H 1.699 -2.285 1.870 -0.2 0.0 0.0 0.18
H 0.693 -1.709 0.232 -0.1 -0.2 0.1 0.21
H -4.246 -2.102 2.177 -0.1 -0.1 -0.1 0.24
H 0.073 -3.461 -4.176 0.1 -0.2 0.0 0.23
H 2.093 -1.867 -0.791 0.2 0.0 -0.1 0.27
H 3.296 1.211 1.721 0.0 0.2 0.0 0.25
H -4.592 4.631 2.477 -0.2 0.1 0.1 0.24
```
Positions in Å, forces in eV/Å.

Values from the calculation:
Expectation value of S²   8.76
Gap between HOMO and LUMO (alpha / beta)   2.55 / 2.69 eV
2S+1   6
HOMO energy (alpha / beta)   -13.40 / -13.35 eV
E_tot   -3298.8188 Eh
Maximum force   0.90 eV/A
Net charge   +2

***

Record 3
ORCA calculation (ωB97M-V with the def2-TZVPD basis set) on C4H9N3O as an isolated structure at a distorted geometry.

The geometry in XYZ format:
```
17
Properties=species:S:1:pos:R:3:forces:R:3:nbo_charge:R:1
O -2.228 0.891 -0.138 -0.6 0.0 -0.7 -0.68
N 0.835 -0.590 0.850 2.0 -0.7 -2.8 -0.36
N 1.444 -0.806 -0.296 3.3 0.3 2.5 0.05
N 2.806 -0.763 -0.082 -0.1 -0.6 -0.7 -0.63
C -1.246 -0.054 -0.052 0.9 1.0 0.8 0.36
C 0.051 0.354 0.148 -5.9 0.5 1.0 0.01
C 0.486 1.789 0.024 0.1 -0.1 0.0 -0.65
C -1.709 -1.477 -0.058 0.3 0.0 0.1 -0.69
H 1.217 2.046 0.793 0.0 -0.1 -0.1 0.22
H -2.232 -1.706 0.876 -0.1 0.0 0.0 0.23
H -2.390 -1.645 -0.900 0.0 0.0 0.1 0.22
H -3.096 0.457 -0.160 0.4 0.2 -0.2 0.48
H 3.051 -0.401 0.837 -0.1 0.0 -0.2 0.37
H 0.927 1.977 -0.962 0.1 0.0 0.1 0.21
H 3.320 -0.372 -0.865 -0.1 -0.5 0.1 0.38
H -0.875 -2.172 -0.154 -0.1 0.2 0.0 0.25
H -0.360 2.471 0.138 0.0 -0.2 0.0 0.24
```
Positions in Å, forces in eV/Å.

Values from the calculation:
Gap between HOMO and LUMO (alpha / beta)   7.74 / 7.74 eV
HOMO energy (alpha / beta)   -7.46 / -7.47 eV
E_tot   -397.1562 Eh
Maximum force   6.05 eV/A

***

Record 4
ORCA calculation (ωB97M-V with the def2-TZVPD basis set) on one molecule with the formula C2H2N2O3 at a distorted geometry.

The geometry in XYZ format:
```
9
Properties=species:S:1:pos:R:3:forces:R:3:nbo_charge:R:1
O -0.609 1.425 -1.455 -2.8 -0.9 0.7 -0.25
O 0.588 -0.071 2.021 0.7 0.1 2.3 -0.55
O -0.825 -1.918 -0.893 -0.9 -1.5 -0.2 -0.47
N -1.184 0.577 -0.763 1.0 2.6 -2.9 0.01
N 0.560 -0.164 -0.169 1.5 -1.5 -0.1 -0.59
C -0.369 -0.919 -0.545 0.8 0.5 -0.4 0.83
C 1.220 -0.045 1.015 -0.6 0.2 -1.6 0.52
H 2.244 0.191 0.706 0.6 0.0 1.4 0.15
H -1.625 0.925 0.083 -0.3 0.7 0.8 0.35
```
Positions in Å, forces in eV/Å.

Values from the calculation:
Gap between HOMO and LUMO   8.53 eV
HOMO energy   -10.23 eV
E_tot   -412.4660 Eh
Maximum force   4.01 eV/A